(1)
Density functional theory data (ωB97M-V with the def2-TZVPD basis set) for C6H9N in the gas phase.

```
16
Properties=species:S:1:pos:R:3:mulliken_charge:R:1
C -1.394 2.054 -0.116 -1.216
C -0.476 0.957 0.314 0.809
C -0.595 0.203 1.543 -1.061
C 0.472 -0.642 1.396 -0.499
C 1.128 -0.618 0.047 0.348
C 0.493 -1.903 -0.570 -1.222
N 0.521 0.580 -0.493 -0.207
H -2.253 2.063 0.555 0.316
H -1.738 1.916 -1.147 0.350
H -0.895 3.027 -0.057 0.303
H 0.769 -1.447 2.068 0.507
H 2.222 -0.593 -0.042 0.396
H 1.183 -2.445 -1.209 0.329
H -0.381 -1.601 -1.148 0.334
H 0.139 -2.592 0.203 0.327
H 0.805 1.041 -1.346 0.185
```

Computed properties:
Kohn-Sham gap = 7.6 eV
SMILES = CC1=C=C[C@@H](C)N1
E_HOMO = -0.2658 Ha

(2)
Density functional theory data (ωB97M-V with the def2-TZVPD basis set) for C28H30N6O3 in the gas phase in a non-equilibrium geometry.

```
67
Properties=species:S:1:pos:R:3:mulliken_charge:R:1
C -1.213 1.185 6.100 -1.013
C -1.096 2.699 5.956 -0.398
O -1.950 3.218 4.956 -0.470
C -1.642 3.034 3.645 0.494
C -2.638 3.447 2.741 -0.805
C -2.455 3.337 1.387 -0.880
C -1.265 2.807 0.886 -0.565
N -1.046 2.680 -0.461 0.178
C 0.066 2.126 -1.042 0.151
O 0.143 2.049 -2.264 -0.760
C 1.093 1.669 -0.115 0.965
C 2.273 0.953 -0.717 -2.090
N 2.174 -0.501 -0.673 0.214
C 2.336 -1.060 0.662 -0.129
C 3.696 -0.757 1.199 -0.393
C 4.103 -0.126 2.339 -0.427
C 5.519 -0.152 2.327 -0.530
C 5.866 -0.795 1.181 -0.633
O 4.772 -1.167 0.496 -0.370
C 1.089 -1.058 -1.466 0.645
C 1.348 -2.554 -1.730 -1.031
C 0.613 -3.080 -2.954 -1.341
C -0.261 -0.849 -0.858 -0.560
N -0.561 -0.988 0.417 -0.109
N -1.836 -0.654 0.551 -0.949
N -2.340 -0.323 -0.562 -0.381
N -1.387 -0.433 -1.494 1.604
C -1.673 -0.128 -2.868 -1.308
C -2.205 -1.314 -3.632 0.150
C -1.781 -1.553 -4.933 -0.238
C -2.282 -2.629 -5.643 -0.712
C -3.207 -3.477 -5.059 -0.442
C -3.639 -3.239 -3.765 -0.681
C -3.146 -2.159 -3.056 -0.201
C 0.934 1.841 1.219 -0.076
C -0.258 2.395 1.774 0.524
C -0.460 2.515 3.154 -0.082
H -0.935 0.683 5.177 0.336
H -0.564 0.841 6.901 0.348
H -2.239 0.916 6.338 0.304
H -0.057 2.997 5.770 0.314
H -1.431 3.188 6.875 0.326
H -3.551 3.850 3.148 0.449
H -3.230 3.650 0.703 0.408
H -1.770 3.000 -1.094 0.251
H 2.362 1.247 -1.767 0.374
H 3.189 1.229 -0.191 0.675
H 2.232 -2.143 0.580 0.529
H 1.574 -0.705 1.369 0.319
H 3.479 0.293 3.102 0.620
H 6.178 0.252 3.067 0.456
H 6.819 -1.041 0.756 0.463
H 1.114 -0.529 -2.426 0.529
H 1.044 -3.138 -0.859 0.349
H 2.424 -2.670 -1.868 0.458
H -0.464 -3.048 -2.808 0.211
H 0.895 -4.114 -3.139 0.492
H 0.859 -2.497 -3.838 0.358
H -0.774 0.276 -3.337 0.551
H -2.436 0.659 -2.854 0.383
H -1.058 -0.892 -5.388 0.446
H -1.946 -2.807 -6.654 0.392
H -3.593 -4.321 -5.611 0.404
H -4.365 -3.894 -3.307 0.396
H -3.490 -1.968 -2.049 0.480
H 1.722 1.546 1.896 0.514
H 0.331 2.184 3.807 0.511
```

Computed properties:
Kohn-Sham gap = 8.2 eV
SMILES = CCOc1ccc2[nH]c(=O)c(CN(Cc3ccco3)[C@@H](CC)c3nnnn3Cc3ccccc3)cc2c1
E_HOMO = -0.2910 Ha

(3)
Density functional theory data (ωB97M-V with the def2-TZVPD basis set) for an isolated ion of composition C3H7N2 and charge +1 in a non-equilibrium geometry.

```
12
Properties=species:S:1:pos:R:3:mulliken_charge:R:1
C 0.884 0.823 0.723 -0.020
N 0.968 1.027 -0.509 -0.330
C 0.128 0.194 -1.272 -0.440
N -0.764 -0.572 -0.293 -0.224
C -0.077 -0.246 1.146 -0.397
H 1.493 1.364 1.428 0.401
H -0.474 0.779 -1.973 0.330
H 0.748 -0.504 -1.845 0.326
H -0.787 -1.579 -0.461 0.355
H -1.720 -0.207 -0.294 0.364
H 0.439 -1.141 1.491 0.293
H -0.840 0.063 1.858 0.342
```

Computed properties:
Total charge = +1
Kohn-Sham gap = 11.7 eV
SMILES = C1=NC[NH2+]C1
E_HOMO = -0.5708 Ha

(4)
Density functional theory data (ωB97M-V with the def2-TZVPD basis set) for a 5-piece molecular cluster, C47H43BCl10O8 overall in a non-equilibrium geometry.

```
109
Properties=species:S:1:pos:R:3:mulliken_charge:R:1
C -1.634 2.033 -5.974 -0.140
C -1.051 2.302 -4.972 -0.228
C -0.454 2.612 -3.685 -1.576
C 0.675 1.619 -3.202 0.835
Cl 1.880 2.744 -2.438 -0.238
O 1.119 1.046 -4.368 -0.478
C 1.374 -0.400 -4.383 -0.590
C 0.304 -0.889 -5.363 -0.400
C 0.457 -2.349 -5.881 -1.382
B 2.855 -0.421 -5.037 0.898
O 3.684 0.636 -4.770 -0.653
O 3.313 -1.379 -5.932 -0.423
C 3.792 -2.615 -5.391 0.647
C 3.797 -3.661 -6.526 -1.421
C 1.212 -0.747 -2.862 1.437
C 0.853 -2.211 -2.737 -1.148
C 0.604 -2.764 -1.355 -1.118
O 0.793 -2.174 -0.331 -0.386
O 2.472 -0.296 -2.310 0.302
C 3.291 -1.194 -1.703 0.187
O 3.788 -2.130 -2.274 -0.525
C 3.617 -0.899 -0.280 0.618
C 3.769 0.422 0.132 -0.192
C 4.055 0.713 1.460 -0.709
C 4.178 -0.327 2.376 0.073
C 4.018 -1.639 1.949 -0.930
C 3.745 -1.946 0.625 -0.593
C 0.206 0.342 -2.348 2.022
Cl 0.504 0.774 -0.622 -0.156
C -1.310 0.227 -2.539 -2.243
C -2.065 -0.957 -1.970 -0.645
O -1.985 -1.013 -0.534 -0.191
C -2.717 -2.045 -0.063 -0.151
O -2.281 -3.149 0.082 -0.475
H -2.092 1.860 -6.915 0.454
H -1.219 2.797 -2.936 0.521
H 0.047 3.565 -3.835 0.647
H 0.385 -0.244 -6.233 0.797
H -0.713 -0.767 -4.999 -0.261
H 0.756 -2.348 -6.922 0.234
H -0.500 -2.863 -5.800 0.449
H 1.158 -2.929 -5.291 0.318
H 4.565 0.262 -4.637 0.322
H 3.157 -3.001 -4.601 -0.320
H 4.824 -2.485 -5.067 0.529
H 3.399 -4.604 -6.157 0.363
H 4.774 -3.781 -6.980 0.328
H 3.076 -3.314 -7.263 0.330
H 1.652 -2.829 -3.150 0.111
H -0.021 -2.452 -3.338 0.811
H 0.265 -3.816 -1.315 0.552
H 3.640 1.209 -0.599 0.471
H 4.146 1.754 1.741 0.520
H 4.368 -0.069 3.409 0.103
H 4.097 -2.430 2.683 0.378
H 3.629 -2.970 0.306 0.485
H -1.630 0.315 -3.575 0.303
H -1.735 1.092 -2.031 0.193
H -3.116 -0.771 -2.205 0.331
H -1.821 -1.923 -2.416 0.310
H -3.767 -1.856 0.206 0.458
Cl 5.214 1.163 5.472 -0.193
C 3.774 2.040 5.862 0.394
C 2.796 1.407 6.616 -0.445
C 1.633 2.081 6.949 -0.693
C 1.446 3.391 6.528 -0.322
C 2.420 4.021 5.773 -0.455
C 3.585 3.347 5.437 0.216
Cl 4.771 4.169 4.486 -0.221
H 2.945 0.387 6.942 0.405
H 0.873 1.584 7.536 0.382
H 0.544 3.918 6.790 0.443
H 2.273 5.041 5.443 0.477
Cl 0.646 7.693 4.911 -0.190
C -0.740 7.495 5.926 0.256
C -1.137 8.559 6.724 -0.431
C -2.245 8.436 7.545 -0.466
C -2.962 7.248 7.570 -0.485
C -2.566 6.185 6.776 -0.408
C -1.454 6.306 5.954 0.305
Cl -0.989 4.953 4.984 -0.126
H -0.577 9.483 6.703 0.407
H -2.549 9.268 8.165 0.367
H -3.829 7.149 8.208 0.370
H -3.121 5.257 6.795 0.407
Cl -3.806 2.021 -1.642 0.072
C -5.279 1.908 -0.733 0.224
C -5.580 2.949 0.134 -0.574
C -6.743 2.921 0.885 -0.549
C -7.614 1.848 0.769 -0.506
C -7.317 0.808 -0.094 -0.424
C -6.150 0.834 -0.845 0.498
Cl -5.841 -0.496 -1.908 -0.196
H -4.900 3.785 0.223 0.423
H -6.968 3.736 1.558 0.376
H -8.526 1.821 1.350 0.372
H -7.994 -0.029 -0.187 0.413
Cl 1.553 -8.936 0.654 -0.209
C 0.087 -8.142 1.114 0.402
C -0.867 -8.864 1.815 -0.463
C -2.049 -8.258 2.204 -0.394
C -2.281 -6.925 1.893 -0.700
C -1.332 -6.202 1.190 -0.337
C -0.148 -6.811 0.799 0.190
Cl 1.007 -5.872 -0.082 -0.138
H -0.683 -9.902 2.058 0.402
H -2.790 -8.826 2.751 0.361
H -3.202 -6.447 2.197 0.391
H -1.511 -5.164 0.945 0.607
```

Computed properties:
Kohn-Sham gap = 9.3 eV
SMILES = C#CC[C@]1(Cl)O[C@@](CC)(B(O)OCC)[C@@](CC=O)(OC(=O)c2ccccc2)[C@]1(Cl)CCOC=O.Clc1ccccc1Cl.Clc1ccccc1Cl.Clc1ccccc1Cl.Clc1ccccc1Cl
E_HOMO = -0.3302 Ha

(5)
Density functional theory data (ωB97M-V with the def2-TZVPD basis set) for C2H11P3Si in the gas phase in a non-equilibrium geometry.

```
17
Properties=species:S:1:pos:R:3:lowdin_spin:R:1
C 2.133 -0.698 -0.056 0.004
C 0.768 -0.968 -0.727 0.022
Si -0.751 0.033 -0.087 0.323
P -0.443 -0.235 2.265 0.645
P -0.080 2.345 -0.501 0.648
P -2.819 -0.303 -0.777 0.101
H 2.653 0.299 -0.166 0.002
H 2.013 -0.965 0.937 0.003
H 2.879 -1.363 -0.440 0.000
H 0.562 -2.103 -0.598 0.003
H 1.008 -0.714 -1.722 0.005
H 0.490 0.744 2.232 0.047
H -1.274 0.492 2.960 0.052
H -1.169 2.306 -1.471 0.065
H -0.624 3.008 0.644 0.046
H -2.746 -0.234 -2.161 0.024
H -2.600 -1.644 -0.333 0.010
```

Computed properties:
Multiplicity = 3
Kohn-Sham gap (alpha / beta) = 4.7 / 5.3 eV
E_HOMO (alpha / beta) = -0.1421 / -0.3185 Ha
<S²> = 2.009

(6)
Density functional theory data (ωB97M-V with the def2-TZVPD basis set) for C33H28Cl5CrN4O7 as an isolated structure.

```
78
Properties=species:S:1:pos:R:3:lowdin_spin:R:1
Cr -0.003 -0.491 -0.075 0.978
C 3.933 -0.521 -1.813 0.000
O 3.708 -1.857 -2.274 0.001
C 3.322 -2.733 -1.294 0.003
C 4.062 -3.875 -1.078 -0.001
C 3.657 -4.822 -0.135 0.005
C 2.510 -4.598 0.595 -0.001
C 1.746 -3.441 0.399 0.004
C 0.559 -3.231 1.199 0.002
N -0.183 -2.192 1.116 -0.004
N -1.332 -2.201 1.901 -0.001
C -2.151 -1.318 1.415 0.002
O -1.873 -0.617 0.352 -0.002
C -3.480 -1.128 2.040 0.000
C -4.335 -0.151 1.541 0.000
C -5.582 0.045 2.116 0.000
C -5.981 -0.735 3.192 0.000
C -5.127 -1.709 3.695 0.000
C -3.881 -1.906 3.124 0.000
C 2.139 -2.494 -0.567 0.000
O 1.446 -1.407 -0.831 0.019
H 4.577 -0.046 -2.550 0.000
H 4.439 -0.532 -0.845 0.000
H 2.993 0.024 -1.723 0.000
H 4.960 -4.016 -1.665 0.000
H 4.246 -5.714 0.027 0.000
H 2.192 -5.312 1.346 0.000
H 0.269 -4.002 1.911 0.000
H -4.001 0.464 0.716 0.000
H -6.239 0.814 1.730 0.000
H -6.952 -0.579 3.644 0.000
H -5.433 -2.313 4.539 0.000
H -3.202 -2.655 3.508 0.000
Cl -1.614 2.247 1.120 0.000
C -0.084 1.895 1.871 -0.003
C 0.605 0.711 1.565 -0.010
C 1.809 0.569 2.255 0.000
Cl 2.766 -0.861 1.990 0.001
C 2.340 1.523 3.122 0.000
Cl 3.868 1.283 3.885 0.000
C 1.636 2.696 3.355 -0.001
Cl 2.284 3.913 4.387 0.000
C 0.407 2.877 2.733 -0.001
Cl -0.466 4.338 3.014 0.000
O -1.043 2.630 -2.117 0.000
C -0.048 2.251 -1.508 0.001
O 0.228 0.995 -1.326 0.011
C 0.913 3.223 -0.892 0.000
C 2.146 2.793 -0.421 0.000
C 3.003 3.647 0.279 0.000
C 2.553 4.925 0.489 0.000
O 3.181 5.951 1.139 0.000
C 2.177 6.951 1.297 0.000
O 1.157 6.685 0.342 0.000
C 1.328 5.363 0.007 0.000
C 0.488 4.547 -0.698 0.000
H 2.431 1.763 -0.579 0.000
H 3.959 3.313 0.660 0.000
H 2.610 7.931 1.105 0.000
H 1.761 6.888 2.309 0.000
H -0.479 4.867 -1.058 0.000
N -2.692 -2.317 -3.977 0.000
C -2.470 -0.821 -3.914 0.000
C -2.031 -0.467 -2.508 0.000
N -0.857 -1.219 -2.099 -0.001
C -1.011 -2.651 -2.210 0.000
C -1.448 -3.084 -3.603 0.000
H -3.014 -2.594 -4.903 0.000
H -3.432 -2.554 -3.313 0.000
H -3.405 -0.336 -4.189 0.000
H -1.706 -0.589 -4.656 0.000
H -2.837 -0.672 -1.795 0.000
H -1.811 0.604 -2.446 0.000
H -0.008 -0.860 -2.527 0.000
H -1.754 -2.977 -1.472 0.000
H -0.070 -3.141 -1.961 0.000
H -1.680 -4.147 -3.657 0.000
H -0.694 -2.837 -4.350 0.000
```

Computed properties:
Multiplicity = 2
Kohn-Sham gap (alpha / beta) = 6.2 / 6.1 eV
E_HOMO (alpha / beta) = -0.2716 / -0.2660 Ha
<S²> = 0.761

(7)
Density functional theory data (ωB97M-V with the def2-TZVPD basis set) for C11H22N4O4 in the gas phase in a non-equilibrium geometry.

```
41
Properties=species:S:1:pos:R:3:mulliken_charge:R:1
N -2.920 0.746 -4.174 -0.513
C -3.930 0.011 -3.343 -0.681
C -3.642 0.387 -1.930 -0.682
C -2.286 0.025 -1.308 -0.231
C -1.280 1.130 -1.397 -1.530
C -0.026 0.926 -0.498 0.516
N -0.460 0.854 0.869 0.066
C 0.287 0.411 1.945 -0.100
O -0.166 0.360 3.122 -0.709
C 1.799 0.048 1.809 0.558
N 2.594 1.037 2.454 -0.735
C 2.018 -1.270 2.537 -1.352
C 0.951 -2.339 2.156 -0.685
C 1.348 -2.900 0.801 0.591
N 1.779 -4.180 0.841 -0.426
O 1.115 -2.354 -0.304 -0.628
C 0.879 2.164 -0.697 0.258
O 1.240 2.944 0.175 -0.571
O 1.272 2.198 -2.051 -0.455
H -1.995 0.323 -4.043 0.174
H -3.185 0.688 -5.165 0.241
H -4.047 -1.073 -3.555 0.272
H -4.834 0.475 -3.705 0.407
H -4.475 -0.062 -1.323 0.307
H -3.853 1.462 -1.840 0.304
H -2.384 -0.161 -0.217 0.459
H -1.929 -0.940 -1.712 0.231
H -1.777 2.016 -1.060 0.359
H -0.919 1.332 -2.417 0.487
H 0.549 0.011 -0.719 0.308
H -1.428 1.142 1.141 0.356
H 2.015 -0.009 0.723 0.399
H 2.381 1.132 3.398 0.276
H 2.448 1.891 1.965 0.307
H 3.013 -1.706 2.470 0.440
H 2.004 -1.053 3.608 0.448
H 1.008 -3.139 2.801 0.374
H -0.015 -1.909 2.130 0.361
H 1.896 -4.769 1.662 0.194
H 2.291 -4.547 0.026 0.246
H 1.899 2.934 -2.088 0.360
```

Computed properties:
Kohn-Sham gap = 9.6 eV
SMILES = NCCCC[C@H](NC(=O)[C@@H](N)CCC(N)=O)C(=O)O
E_HOMO = -0.3267 Ha

(8)
Density functional theory data (ωB97M-V with the def2-TZVPD basis set) for C22H36AsN6O2PdSeSi3 as an isolated structure.

```
72
Properties=species:S:1:pos:R:3:mulliken_charge:R:1
Pd 0.665 -1.226 0.489 0.711
N 0.305 -1.724 2.435 -0.407
N -0.964 -2.372 2.499 -0.124
C -1.304 -3.289 1.394 0.351
O -2.258 -4.002 1.645 -0.674
O -0.593 -3.171 0.361 -0.573
H 1.055 -2.341 2.748 0.376
H 0.278 -0.919 3.056 0.010
H -1.118 -2.822 3.394 0.278
Se 6.338 -1.609 -4.615 0.312
N 4.574 -1.432 -4.733 -0.824
C 4.106 -1.461 -3.514 0.712
C 2.687 -1.345 -3.196 0.727
C 1.688 -1.282 -4.168 -0.621
C 0.374 -1.219 -3.766 -1.021
C 0.081 -1.148 -2.408 -0.598
N 1.030 -1.154 -1.481 0.518
C 2.318 -1.319 -1.855 -0.784
C 3.293 -1.537 -0.791 0.232
N 2.800 -1.646 0.458 -0.180
C 3.647 -1.870 1.453 -0.033
C 5.018 -2.005 1.264 -1.051
C 5.527 -1.913 -0.013 -0.504
C 4.650 -1.679 -1.071 0.575
C 5.077 -1.608 -2.463 0.796
N 6.324 -1.696 -2.840 -0.850
H 1.964 -1.312 -5.214 0.571
H -0.435 -1.214 -4.482 0.591
H -0.934 -1.087 -2.047 0.363
H 3.226 -1.947 2.448 0.380
H 5.659 -2.189 2.113 0.438
H 6.584 -2.025 -0.214 0.562
C -2.037 3.273 2.676 -1.108
Si -0.965 1.748 2.579 0.494
C 0.848 2.191 2.724 -1.001
C -1.507 0.608 3.971 -1.467
As -1.115 0.552 0.522 0.357
Si -3.387 -0.177 0.275 0.266
C -3.992 -0.984 1.832 -0.985
C -3.394 -1.361 -1.163 -1.042
C -4.409 1.357 -0.041 -1.077
Si -0.683 2.195 -1.163 0.341
C -1.167 3.890 -0.555 -1.172
C -1.649 1.839 -2.726 -0.823
C 1.156 2.182 -1.522 -0.917
H -2.087 3.560 3.731 0.403
H -3.058 3.080 2.345 0.255
H -1.648 4.120 2.119 0.368
H 1.041 2.713 3.664 0.457
H 1.162 2.846 1.908 0.256
H 1.487 1.304 2.691 0.208
H -0.817 0.677 4.817 0.454
H -1.633 -0.435 3.681 0.414
H -2.482 0.941 4.331 0.422
H -3.512 -1.940 2.040 0.239
H -5.062 -1.171 1.697 0.433
H -3.885 -0.326 2.696 0.280
H -2.699 -2.186 -0.980 0.294
H -3.149 -0.872 -2.109 0.294
H -4.393 -1.791 -1.269 0.483
H -4.480 1.963 0.864 0.286
H -5.426 1.051 -0.304 0.426
H -4.038 1.992 -0.845 0.196
H -2.198 3.937 -0.205 0.362
H -1.064 4.589 -1.391 0.434
H -0.511 4.239 0.243 0.241
H -2.722 1.748 -2.558 0.222
H -1.309 0.945 -3.245 0.130
H -1.496 2.684 -3.405 0.433
H 1.748 2.106 -0.607 0.184
H 1.427 3.115 -2.021 0.509
H 1.443 1.361 -2.181 0.196
```

Computed properties:
Total charge = +1
Kohn-Sham gap = 7.0 eV
E_HOMO = -0.3940 Ha

(9)
Density functional theory data (ωB97M-V with the def2-TZVPD basis set) for C4H6O2 in the gas phase.

```
12
Properties=species:S:1:pos:R:3:mulliken_charge:R:1
O -2.138 -0.179 -1.469 -0.556
C -1.207 -0.134 -0.716 0.493
C 0.012 0.790 -0.760 -0.390
C 0.694 0.473 0.569 -0.442
C 0.279 -0.987 0.745 -0.396
O -1.099 -0.969 0.354 -0.341
H 0.638 0.533 -1.623 0.242
H -0.314 1.825 -0.893 0.276
H 1.770 0.656 0.610 0.326
H 0.214 1.058 1.362 0.242
H 0.368 -1.381 1.758 0.289
H 0.782 -1.685 0.062 0.259
```

Computed properties:
Kohn-Sham gap = 11.2 eV
SMILES = O=C1CCCO1
E_HOMO = -0.3782 Ha